# C24H44F2N2O32S6

A cluster of 10 separate species, C24H44F2N2O32S6 in total (ωB97M-V with the def2-TZVPD basis set, the OMol25 dataset).

The calculation puts the HOMO-LUMO gap at 8.959 eV. The energy is -164533.8854 eV. The energy above the lowest of the compared OMol25 structures with the same formula, charge and spin comes out at 805.0 kJ/mol. The HOMO energy comes out at -9.15 eV. For the LUMO energy, the calculation gives -0.1948 eV.

The geometry in ORCA input format:
```
! wB97M-V def2-TZVPD RIJCOSX def2/J DEFGRID3
* xyz 0 1
O -6.705 27.070 18.497
C -7.584 26.652 19.283
O -8.893 26.520 19.102
C -9.517 26.165 20.367
C -8.401 25.322 20.882
F -8.540 24.042 20.458
O -7.230 25.998 20.395
H -9.548 27.076 20.965
H -10.451 25.673 20.095
H -8.406 25.233 21.969
O -5.227 33.701 17.705
C -5.573 33.239 18.789
O -4.825 33.031 19.761
C -5.457 31.941 20.525
C -6.934 32.398 20.439
F -7.346 33.479 21.107
O -6.786 32.824 19.061
H -5.013 31.026 20.135
H -5.573 31.915 21.609
H -7.654 31.585 20.537
O -11.768 34.610 6.144
S -10.800 34.719 7.265
O -11.293 35.112 8.594
O -9.843 33.303 7.288
C -8.481 33.565 7.479
C -8.285 34.931 6.765
O -9.471 35.640 6.760
H -8.411 33.738 8.553
H -7.795 32.737 7.300
H -7.820 34.892 5.780
H -7.819 35.597 7.491
O 5.163 33.624 13.668
S 4.017 33.360 12.797
O 2.822 32.769 13.370
O 3.381 34.676 12.012
C 2.800 34.431 10.779
C 3.267 32.981 10.414
O 4.297 32.684 11.316
H 1.716 34.532 10.846
H 3.127 35.042 9.938
H 3.690 32.831 9.421
H 2.486 32.221 10.439
O -14.574 29.123 12.666
S -14.140 27.862 13.253
O -13.082 27.055 12.551
O -13.862 28.015 14.894
C -14.439 26.957 15.661
C -15.266 26.100 14.648
O -15.428 26.886 13.491
H -13.684 26.240 15.985
H -14.814 27.489 16.535
H -16.286 25.797 14.885
H -14.772 25.145 14.472
O -12.504 33.011 16.228
S -13.088 34.359 16.384
O -12.427 35.260 17.330
O -13.429 35.023 14.847
C -14.732 34.923 14.465
C -15.411 34.100 15.567
O -14.697 34.246 16.719
H -15.265 35.870 14.376
H -14.791 34.477 13.472
H -15.541 33.034 15.380
H -16.383 34.557 15.754
O -8.357 25.073 5.045
S -8.209 24.809 6.485
O -8.432 23.483 6.990
O -6.604 25.289 6.867
C -6.518 26.611 7.088
C -7.885 27.182 7.427
O -8.862 26.175 7.287
H -5.840 26.945 7.874
H -6.197 27.022 6.131
H -8.413 27.931 6.836
H -7.955 27.403 8.492
O -0.793 32.584 7.214
S -1.093 33.319 5.980
O -1.409 32.508 4.797
O -2.297 34.368 6.190
C -2.026 35.565 5.396
C -0.511 35.799 5.748
O 0.049 34.550 5.693
H -2.250 35.500 4.332
H -2.814 36.136 5.887
H -0.499 36.391 6.663
H 0.106 36.356 5.043
C 4.033 28.991 18.242
N 2.770 29.360 17.758
C 1.701 29.641 18.418
C 0.365 29.461 17.738
O 1.788 30.018 19.621
H 4.750 28.716 17.468
H 3.968 28.186 18.974
H 4.243 29.877 18.840
H 2.767 29.571 16.771
H 0.483 28.803 16.878
H -0.112 30.396 17.444
H -0.261 29.067 18.539
C -7.191 29.891 13.605
N -5.768 30.168 13.792
C -5.063 30.887 12.916
C -3.581 31.166 13.298
O -5.427 31.431 11.860
H -7.668 29.819 14.582
H -7.343 28.941 13.093
H -7.665 30.709 13.063
H -5.388 29.886 14.685
H -3.203 30.379 13.951
H -3.519 32.205 13.620
H -3.067 31.147 12.337
*
```

Atomic partial charges in e from the Löwdin method, atoms 1 to 6:
1 O 0.11
2 C -0.54
3 O 0.07
4 C -0.02
5 C -0.31
6 F 0.08

---

# C24H44F3NO5

A cluster of 3 separate species, C24H44F3NO5 in total (ωB97M-V with the def2-TZVPD basis set, the OMol25 dataset).

The calculation puts the HOMO-LUMO gap at 8.519 eV. The energy is -45466.1882 eV. The HOMO energy comes out at -8.20 eV. For the LUMO energy, the calculation gives 0.3208 eV.

The geometry in ORCA input format:
```
! wB97M-V def2-TZVPD RIJCOSX def2/J DEFGRID3
* xyz 0 1
C 0.605 -0.025 3.623
O 0.338 -1.368 3.115
C 0.056 -1.431 1.684
C -0.851 -2.828 1.491
C -1.024 -3.278 -0.074
N -2.434 -3.784 -0.284
C 1.351 -1.643 0.703
C 2.655 -0.715 1.027
O 2.596 0.664 0.520
C 3.966 1.074 0.166
C 4.248 2.699 0.356
F 3.084 3.552 0.026
F 5.455 3.014 -0.497
F 4.736 2.872 1.773
C -0.868 -0.231 1.065
O -2.320 -0.334 1.433
C -2.612 0.448 2.642
C -4.063 1.245 2.406
C -3.634 2.637 1.584
C -3.005 3.839 2.537
C -2.517 5.212 1.785
C -2.696 5.289 0.148
C -3.350 4.102 -0.793
C -3.841 2.719 -0.041
C -4.491 1.541 -0.995
H -0.304 0.476 4.205
H 1.459 -0.139 4.449
H 1.074 0.724 2.821
H -1.849 -2.804 2.115
H -0.183 -3.673 2.005
H -0.812 -2.444 -0.865
H -0.272 -4.166 -0.313
H -2.757 -3.613 -1.269
H -3.096 -3.215 0.323
H 1.685 -2.768 0.796
H 1.098 -1.481 -0.451
H 2.879 -0.791 2.191
H 3.587 -1.245 0.505
H 4.809 0.535 0.806
H 4.151 0.777 -0.975
H -0.441 0.858 1.211
H -0.866 -0.398 -0.118
H -1.820 1.306 2.837
H -2.661 -0.184 3.636
H -4.779 0.553 1.758
H -4.559 1.493 3.463
H -2.928 3.675 3.711
H -2.038 6.052 2.458
H -2.305 6.277 -0.379
H -3.424 4.272 -1.959
H -3.594 0.883 -1.398
H -5.221 0.816 -0.415
H -5.029 2.014 -1.948
C -3.315 -7.455 -0.484
C -4.762 -7.050 -0.717
C -5.575 -8.202 -1.286
O -4.804 -5.950 -1.622
H -2.834 -7.751 -1.424
H -2.739 -6.613 -0.086
H -3.247 -8.290 0.220
H -5.207 -6.716 0.226
H -5.174 -8.524 -2.254
H -6.611 -7.892 -1.461
H -5.575 -9.059 -0.606
H -4.411 -6.237 -2.463
C 8.371 5.933 -2.973
C 7.273 5.396 -3.877
C 6.774 4.042 -3.397
O 7.774 5.271 -5.205
H 9.236 5.260 -2.964
H 8.730 6.902 -3.337
H 8.013 6.055 -1.946
H 6.440 6.106 -3.906
H 7.582 3.302 -3.403
H 5.993 3.662 -4.064
H 6.368 4.107 -2.383
H 8.514 4.642 -5.189
*
```

Atomic partial charges in e from the Löwdin method, atoms 1 to 6:
1 C -0.12
2 O -0.18
3 C -0.39
4 C -0.10
5 C -0.27
6 N -0.05

---

# C24H44LuO3P2S

A structure of composition C24H44LuO3P2S (ωB97M-V with the def2-TZVPD basis set, the OMol25 dataset).

The calculation puts the HOMO-LUMO gap at 8.467 eV. The energy is -94774.1923 eV. The HOMO energy comes out at -10.89 eV. For the LUMO energy, the calculation gives -2.4238 eV.

The geometry in ORCA input format:
```
! wB97M-V def2-TZVPD RIJCOSX def2/J DEFGRID3
* xyz 1 1
Lu -0.079 0.031 2.191
C -0.833 -2.237 3.026
C 0.474 -2.547 2.547
C 0.702 -0.967 4.231
C -0.707 -1.267 4.080
C 1.419 -1.758 3.269
C -2.107 -2.844 2.551
H -2.035 -3.242 1.535
H -2.935 -2.129 2.556
H -2.402 -3.674 3.204
C -1.814 -0.530 4.737
H -2.779 -0.695 4.244
H -1.685 0.561 4.725
H -1.890 -0.823 5.789
C 1.266 0.113 5.078
H 1.417 -0.243 6.101
H 0.611 0.991 5.140
H 2.223 0.492 4.699
C 2.897 -1.801 3.109
H 3.353 -2.459 3.858
H 3.355 -0.816 3.238
H 3.207 -2.169 2.128
C 0.809 -3.610 1.558
H 1.042 -4.563 2.051
H 1.680 -3.359 0.945
H -0.014 -3.811 0.867
C -1.693 1.116 -4.852
C -1.768 -0.207 -4.851
C -0.957 -1.194 -5.646
C 0.391 -0.683 -6.199
C 1.318 -0.191 -5.119
C 1.388 1.009 -4.560
C 0.583 2.239 -4.883
C -0.754 2.009 -5.619
H -1.543 -1.602 -6.487
H 0.223 0.048 -6.999
H -0.755 -2.056 -4.991
H -0.574 1.677 -6.648
H -2.424 1.692 -4.258
H -2.580 -0.689 -4.281
H -1.240 2.996 -5.696
H 0.368 2.750 -3.931
H 2.189 1.205 -3.828
H 1.179 2.958 -5.471
H 0.879 -1.551 -6.673
H 2.039 -0.967 -4.806
P -1.229 -0.069 -0.119
C -2.810 0.818 -0.006
C -1.432 -1.495 -1.220
P 1.589 0.498 0.205
C 0.103 1.062 -0.821
C 2.570 -0.679 -0.776
C 2.628 1.940 0.598
H -2.772 1.581 0.803
H -3.591 0.077 0.273
H -3.005 1.272 -0.997
H -1.559 -1.127 -2.262
H -2.320 -2.071 -0.868
H -0.544 -2.160 -1.132
H 2.896 2.447 -0.351
H 3.531 1.570 1.134
H 2.078 2.619 1.286
H -0.142 2.107 -0.557
H 0.254 0.893 -1.900
H 3.520 -0.867 -0.221
H 2.745 -0.232 -1.779
H 2.017 -1.644 -0.849
C -0.738 3.858 4.225
S -0.813 2.813 2.762
O -1.943 1.827 2.922
O -0.741 3.548 1.550
O 0.476 1.979 2.975
H -1.414 4.675 3.998
H 0.280 4.228 4.352
H -1.079 3.325 5.111
*
```

Atomic partial charges in e from the Löwdin method, atoms 1 to 6:
1 Lu 1.39
2 C -0.31
3 C -0.29
4 C -0.32
5 C -0.32
6 C -0.30

---

# C24H44P2Pb

A structure of composition C24H44P2Pb (ωB97M-V with the def2-TZVPD basis set, the OMol25 dataset).

The calculation puts the HOMO-LUMO gap (alpha / beta) at 5.700 / 5.753 eV. The energy is -49408.4868 eV. The energy above the lowest of the compared OMol25 structures with the same formula, charge and spin comes out at 49.4 kJ/mol. The HOMO energy (alpha / beta) comes out at -13.41 / -13.41 eV. For the LUMO energy (alpha / beta), the calculation gives -7.7129 / -7.6532 eV.

The geometry in ORCA input format:
```
! wB97M-V def2-TZVPD RIJCOSX def2/J DEFGRID3
* xyz 2 1
Pb 3.915 1.659 -3.682
C -1.371 -0.671 1.488
C -0.956 -1.631 0.522
C 0.891 -0.978 1.719
C -0.226 -0.275 2.228
C 0.447 -1.808 0.659
C -2.749 -0.204 1.709
H -3.233 0.070 0.766
H -2.765 0.680 2.353
H -3.378 -0.971 2.184
C -0.173 0.647 3.380
H -1.104 1.209 3.491
H 0.655 1.359 3.265
H 0.006 0.103 4.323
C 2.273 -0.839 2.222
H 2.268 -0.499 3.266
H 2.843 -0.095 1.645
H 2.822 -1.789 2.177
C 1.277 -2.749 -0.122
H 1.166 -3.787 0.235
H 2.339 -2.488 -0.044
H 0.999 -2.739 -1.185
C -1.819 -2.337 -0.438
H -1.535 -3.394 -0.532
H -1.746 -1.907 -1.447
H -2.872 -2.296 -0.142
C -2.137 1.739 -1.402
C -3.351 1.159 -1.371
C -3.951 0.159 -2.304
C -3.164 0.014 -3.628
C -1.898 -0.758 -3.503
C -0.652 -0.342 -3.304
C -0.156 0.920 -2.654
C -1.224 2.027 -2.553
H -4.988 0.467 -2.538
H -3.040 1.003 -4.090
H -4.036 -0.820 -1.792
H -1.721 2.177 -3.520
H -1.724 2.088 -0.450
H -3.990 1.409 -0.521
H -0.702 2.968 -2.325
H 0.240 0.705 -1.644
H 0.185 -1.004 -3.627
H 0.697 1.329 -3.234
H -3.816 -0.570 -4.297
H -2.008 -1.836 -3.703
P 0.761 1.913 -5.568
C 0.406 3.540 -6.363
C -0.375 0.907 -6.643
P 3.255 0.192 -5.566
C 2.358 1.564 -6.422
C 2.356 -1.386 -5.764
C 4.711 0.073 -6.669
H 1.265 4.203 -6.191
H -0.493 3.985 -5.912
H 0.249 3.395 -7.443
H -0.187 1.158 -7.695
H -1.422 1.137 -6.408
H -0.225 -0.167 -6.488
H 4.401 0.212 -7.720
H 5.170 -0.917 -6.522
H 5.445 0.847 -6.386
H 2.949 2.493 -6.279
H 2.222 1.378 -7.504
H 3.113 -2.186 -5.844
H 1.712 -1.425 -6.657
H 1.753 -1.606 -4.869
C 3.198 0.052 -2.248
H 4.065 -0.296 -1.676
H 2.714 -0.787 -2.760
H 2.479 0.548 -1.579
*
```

Atomic partial charges in e from the Löwdin method, atoms 1 to 6:
1 Pb 1.12
2 C -0.10
3 C -0.10
4 C -0.14
5 C -0.12
6 C -0.13

---

# C24H45AlBr3F18N3O31S12

A structure of composition C24H45AlBr3F18N3O31S12 (ωB97M-V with the def2-TZVPD basis set, the OMol25 dataset).

The calculation puts the HOMO-LUMO gap at 3.436 eV. The energy is -489207.1967 eV. The energy above the lowest of the compared OMol25 structures with the same formula, charge and spin comes out at 0.0 kJ/mol. The HOMO energy comes out at -9.93 eV. For the LUMO energy, the calculation gives -6.4944 eV.

The geometry in ORCA input format:
```
! wB97M-V def2-TZVPD RIJCOSX def2/J DEFGRID3
* xyz 0 1
Al -0.076 2.747 -0.347
C 3.830 3.302 1.726
F 3.508 2.147 1.162
F 4.126 3.170 2.992
F 4.863 3.785 1.054
S 2.357 4.510 1.479
O 2.686 5.822 1.941
O 2.147 4.413 0.046
N 0.981 3.738 2.238
S 1.055 3.945 3.808
O 2.246 4.517 4.393
O -0.196 4.513 4.284
C 0.900 2.105 4.425
F 0.174 1.433 3.542
F 2.113 1.585 4.527
F 0.253 2.113 5.574
C 0.193 6.327 -3.080
F -0.938 6.781 -2.589
F 0.466 6.939 -4.219
F 1.233 6.519 -2.293
S 0.057 4.438 -3.491
O -0.147 4.143 -4.874
O 1.224 3.843 -2.864
N -1.273 3.948 -2.504
S -2.564 4.104 -3.329
O -2.720 5.263 -4.188
O -2.688 2.833 -4.030
C -3.851 4.263 -1.930
F -3.822 3.154 -1.211
F -3.426 5.312 -1.227
F -5.100 4.428 -2.333
C 1.579 -1.547 -0.693
F 1.028 -2.738 -0.759
F 2.865 -1.666 -0.468
F 1.345 -0.940 -1.845
S 0.781 -0.575 0.816
O 0.826 -1.511 1.928
O 1.539 0.648 1.005
N -0.702 0.021 0.181
S -1.757 -1.057 0.736
O -1.503 -2.428 0.334
O -1.970 -0.834 2.138
C -3.388 -0.509 -0.112
F -4.352 -1.331 0.173
F -3.650 0.757 0.291
F -3.105 -0.526 -1.406
O -3.586 -6.573 -0.741
S -4.346 -5.370 -0.538
O -3.863 -4.080 -0.988
O -5.938 -5.606 -0.925
C -6.232 -6.762 -1.703
C -7.690 -7.075 -1.630
C -4.597 -5.133 1.234
H -5.795 -7.641 -1.220
H -5.866 -6.752 -2.730
H -7.942 -8.044 -2.062
H -8.425 -6.355 -1.999
H -8.090 -7.161 -0.615
H -3.680 -5.489 1.701
H -5.462 -5.738 1.489
H -4.704 -4.070 1.428
O 3.858 -1.159 8.064
S 3.860 -1.681 6.711
O 3.973 -3.106 6.463
O 2.421 -1.119 6.063
C 1.519 -2.160 5.735
C 0.394 -1.412 5.008
C 4.992 -0.799 5.644
H 1.072 -2.665 6.591
H 1.886 -2.806 4.939
H 0.903 -0.765 4.296
H -0.204 -0.769 5.655
H -0.264 -2.038 4.410
H 5.029 0.273 5.815
H 4.789 -1.111 4.622
H 5.983 -1.181 5.894
O -2.146 3.755 1.295
S -3.330 3.802 2.143
O -4.581 3.969 1.472
O -3.357 2.522 3.111
C -4.650 1.977 3.462
C -4.467 0.520 3.726
C -3.181 5.024 3.489
H -5.355 2.174 2.654
H -5.093 2.449 4.343
H -5.438 0.151 4.060
H -3.769 0.443 4.563
H -4.018 -0.044 2.915
H -4.042 4.856 4.138
H -3.332 6.051 3.165
H -2.267 4.777 4.025
O -0.065 1.354 -2.963
S 0.194 0.364 -4.006
O 1.492 -0.050 -4.489
O -0.631 -0.915 -3.532
C -0.359 -2.172 -4.142
C -1.547 -3.104 -4.126
C -0.758 0.859 -5.456
H 0.543 -2.613 -3.712
H -0.055 -2.015 -5.182
H -2.459 -2.568 -4.388
H -1.647 -3.626 -3.174
H -1.387 -3.884 -4.870
H -1.775 0.897 -5.069
H -0.713 0.027 -6.156
H -0.478 1.821 -5.873
O 2.628 1.441 -1.558
S 4.007 1.399 -1.969
O 4.449 1.061 -3.292
O 4.517 2.842 -1.443
C 5.615 3.474 -2.097
C 5.123 4.812 -2.682
C 5.067 0.397 -0.819
H 6.142 2.874 -2.835
H 6.339 3.794 -1.344
H 5.779 5.010 -3.532
H 5.184 5.686 -2.037
H 4.093 4.676 -3.010
H 6.078 0.798 -0.788
H 5.128 -0.644 -1.132
H 4.563 0.503 0.137
C -0.240 -4.682 2.266
Br -0.830 -6.330 1.345
Br 1.668 -4.619 2.761
Br -1.537 -4.465 3.779
H -0.362 -3.927 1.498
C 4.109 -3.443 -4.995
C 4.191 -2.360 -3.894
O 4.568 -3.145 -2.756
S 3.802 -4.576 -2.740
O 2.397 -4.286 -2.532
O 4.525 -5.618 -2.066
O 4.008 -4.734 -4.355
H 4.971 -3.558 -5.650
H 3.259 -3.265 -5.655
H 3.283 -1.819 -3.630
H 5.011 -1.655 -4.011
*
```

Atomic partial charges in e from the Löwdin method, atoms 1 to 6:
1 Al 1.40
2 C -0.66
3 F 0.11
4 F 0.18
5 F 0.16
6 S 0.69